No. 1
{
  "formula": "C3H9NO",
  "method": "the ωB97M-V functional and the def2-TZVPD basis",
  "energy_ha": -249.678589,
  "lumo_energy_ha": 0.0404,
  "fmax_ha_per_bohr": 0.0355,
  "spin_multiplicity": 1,
  "smiles": "C[C@H](N)CO",
  "relative_energy_kj_mol": 92.2,
  "symbols": ["C", "O", "C", "C", "N", "H", "H", "H", "H", "H", "H", "H", "H", "H"],
  "positions_angstrom": [[-0.9750, 0.1305, 0.3482], [-1.1136, 1.4698, 0.8675], [0.3303, -0.0343, -0.3895], [0.2350, -1.2057, -1.4150], [1.4044, -0.1286, 0.5777], [-1.8799, 0.0789, -0.2515], [-0.9777, -0.5787, 1.1829], [-0.4754, 1.6118, 1.5739], [0.5423, 0.8533, -0.9804], [-0.6338, -1.8253, -1.2004], [0.2047, -0.8341, -2.4417], [1.1460, -1.8103, -1.4100], [2.3172, -0.0011, 0.1734], [1.3286, -0.9072, 1.2166]],
  "mulliken_charge": [-0.7364, -0.5619, 0.4962, -1.2245, -0.6095, 0.3450, 0.3323, 0.3117, 0.2993, 0.3096, 0.2866, 0.3396, 0.2210, 0.1910]
}

---

No. 2
{
  "formula": "C3H9NO",
  "method": "the ωB97M-V functional and the def2-TZVPD basis",
  "energy_ha": -249.649934,
  "lumo_energy_ha": 0.0268,
  "fmax_ha_per_bohr": 0.0337,
  "spin_multiplicity": 1,
  "smiles": "C=CCN.O",
  "relative_energy_kj_mol": 167.4,
  "symbols": ["N", "C", "C", "C", "H", "H", "H", "H", "H", "H", "H", "H", "H", "O"],
  "positions_angstrom": [[-1.7964, 0.2258, 1.0987], [-0.9968, -0.6285, 0.2465], [0.3766, 0.6294, -1.4244], [-0.7428, -0.0025, -1.1031], [-2.2331, 1.0125, 0.6499], [-1.3393, 0.5332, 1.9399], [-1.5698, -1.5499, 0.0696], [-0.1340, -1.0023, 0.7826], [0.4369, 1.2185, -2.3289], [1.3100, 0.6243, -0.8659], [-1.6607, 0.2193, -1.6305], [2.9208, -0.1880, 1.5814], [2.5278, -0.9756, 0.3666], [2.9008, -0.1161, 0.6174]],
  "mulliken_charge": [-0.5395, -0.2939, -0.6857, -0.1312, 0.2307, 0.2088, 0.1746, 0.2317, 0.2332, 0.2631, 0.3298, 0.3138, 0.3189, -0.6543]
}